[1]
60
Properties=species:S:1:pos:R:3 method="wB97M-V/def2-TZVPD" homo_lumo_gap_ev="5.44 / 6.06" homo_energy_ev="-9.61 / -11.83" multiplicity=6 total_charge=+1 total_energy_ha=-1502.02981
O -0.11592 0.38446 -6.26563
H -0.66023 -0.01668 -6.96369
Ru -0.01804 0.03783 -1.10602
N 0.05327 1.95896 -0.11769
N 1.41083 0.96053 -2.13790
N -1.56224 -1.05222 0.03972
N -0.25777 -1.63693 -2.14134
O -0.41264 2.31898 1.03639
O -1.96031 -0.80033 1.33469
O 0.22948 -1.91628 -3.42025
O 1.97529 0.42056 -3.16805
C 1.87087 2.14683 -1.55750
C 1.23465 2.56367 -0.35518
C -1.44605 -2.37494 -0.17522
C -0.82963 -2.69750 -1.47290
C 1.60153 3.64546 0.56775
H 1.86411 3.26183 1.56672
H 0.73158 4.30773 0.64893
H 2.45610 4.20359 0.15211
C 2.98319 2.81671 -2.25393
H 2.68676 3.07252 -3.28063
H 3.86380 2.16328 -2.28698
H 3.23364 3.72911 -1.72123
C -2.12896 -3.36076 0.69731
C -0.90851 -4.04762 -2.06293
H -2.75516 -2.80248 1.39163
H -1.36986 -3.95897 1.22661
H -2.73080 -3.98451 0.01507
H -0.14233 -4.23995 -2.80873
H -1.90716 -4.19771 -2.49687
H -0.80733 -4.75893 -1.23338
H -1.68035 0.10562 1.55399
H 0.54896 -1.05005 -3.80278
C -1.02107 0.83330 -5.26093
H -0.46503 1.50396 -4.59088
H -1.38922 -0.02812 -4.68289
H -1.86642 1.37341 -5.71738
O -2.27013 1.19375 -1.27793
H -2.16141 0.27891 -0.87430
H -1.52135 1.70492 -0.87136
C 1.71975 -1.52438 1.50109
N 1.08198 -0.97084 2.67761
C 1.72358 -1.06942 3.94265
C 0.28165 0.01489 2.29944
O 0.44539 0.12385 1.07179
N -0.61924 0.68388 3.26753
C -0.50922 0.40815 4.73362
C -1.84021 1.71762 3.20986
H 2.55798 -2.10425 1.81557
H 2.16354 -0.86512 0.73037
H 1.04466 -2.20296 0.95433
H 2.05106 -0.05685 4.23930
H 0.96729 -1.53675 4.58056
H 2.55774 -1.72203 3.69756
H 0.47919 0.70397 5.08869
H -1.20562 0.99413 5.37409
H -0.74089 -0.63793 4.95860
H -1.52668 2.72595 2.90487
H -2.69752 1.37630 2.60684
H -2.29061 1.87983 4.21921

***

[2]
82
Properties=species:S:1:pos:R:3 method="wB97M-V/def2-TZVPD" homo_lumo_gap_ev=11.49 homo_energy_ev=-13.17 total_charge=+1 total_energy_ha=-5500.93068
N -9.55899 3.97914 -15.10949
H -9.75284 3.37860 -15.89808
H -10.13923 3.71604 -14.32577
H -9.81401 4.92755 -15.34520
H -8.56904 3.88804 -14.93109
C -8.02392 0.29929 -10.41804
C -8.51696 -0.71653 -11.36136
O -8.65284 -0.02757 -12.54183
S -7.49918 1.12592 -12.76672
O -8.04481 2.42084 -13.29922
O -6.40521 0.45670 -13.47824
O -7.14148 1.18668 -11.11342
H -7.50363 -0.15363 -9.57408
H -8.84981 0.83097 -9.94547
H -9.42728 -1.20548 -11.01444
H -7.76460 -1.45416 -11.64058
C -6.36768 1.56712 -19.31032
C -7.54679 0.66613 -19.83763
O -8.68133 1.19470 -19.14710
S -8.54448 2.83261 -19.10534
O -8.90136 3.28439 -17.77727
O -9.36039 3.44819 -20.15099
O -6.87226 2.84133 -19.31567
H -5.48890 1.42265 -19.93877
H -6.00242 1.19618 -18.35267
H -7.59128 -0.38905 -19.56798
H -7.59519 0.75009 -20.92333
C -12.46934 7.59784 -18.92021
C -12.27884 6.39873 -19.90723
O -12.14263 5.25466 -19.12200
S -12.57845 5.40117 -17.49352
O -11.61172 4.61821 -16.76586
O -14.02934 5.25354 -17.31469
O -12.16367 7.00239 -17.62150
H -13.51817 7.86013 -18.78147
H -11.79446 8.37958 -19.26879
H -11.40923 6.52498 -20.55216
H -13.14035 6.23544 -20.55470
C -12.00703 -0.24362 -14.96818
C -12.37007 0.90415 -15.99062
O -11.17882 1.37924 -16.59152
S -9.84742 0.47508 -16.12122
O -8.69951 1.27199 -15.88876
O -9.64715 -0.76318 -16.88393
O -10.66842 0.11298 -14.73045
H -12.32799 -1.24257 -15.26345
H -12.42332 -0.02356 -13.98513
H -12.86799 1.71461 -15.45833
H -13.06263 0.69602 -16.80617
C -13.90847 1.68496 -11.17701
C -12.87961 0.66336 -10.80730
O -11.84362 0.83775 -11.78397
S -11.67378 2.47002 -12.03743
O -11.17809 2.74846 -13.36076
O -10.94018 3.08510 -10.92279
O -13.32057 2.66173 -11.96262
H -14.50409 2.04973 -10.34018
H -14.68479 1.14784 -11.72193
H -13.28502 -0.34703 -10.75389
H -12.56990 0.92448 -9.79537
C -6.59794 7.52865 -18.07549
C -7.46471 6.56428 -18.81038
O -8.75587 6.98890 -18.55039
S -8.91487 7.74016 -17.06018
O -9.27302 6.80761 -15.99733
O -9.63798 8.98376 -17.06547
O -7.26432 8.06077 -17.01599
H -6.17499 8.26619 -18.75758
H -5.74737 6.90812 -17.79340
H -7.52704 5.51972 -18.50527
H -7.34058 6.71105 -19.88330
C -11.48346 7.93750 -14.27660
C -12.10036 8.72909 -13.12353
O -11.49952 8.01574 -11.99370
S -11.32297 6.34235 -12.24724
O -12.49400 5.59928 -11.82332
O -9.98799 5.78975 -11.84516
O -11.47222 6.63079 -13.85168
H -10.47530 8.32240 -14.43012
H -12.02154 8.04323 -15.21861
H -13.18870 8.74482 -13.06543
H -11.68604 9.73170 -13.22942

***

[3]
53
Properties=species:S:1:pos:R:3 method="wB97M-V/def2-TZVPD" homo_lumo_gap_ev=8.86 homo_energy_ev=-8.16 smiles="CP(C)[C@H](CC=O)OC(N)=O.CCOCC.CCOCC" total_energy_ha=-1324.87577
C 1.88710 -1.42359 2.36810
P 0.99550 -2.24478 0.98956
C 0.07563 -0.98928 0.03345
C -0.31757 -3.31551 1.79284
C -0.00319 -4.82224 1.66578
C 1.11580 -5.21380 0.72908
O 0.89556 -5.85167 -0.28401
O -1.57423 -3.07862 1.14807
C -2.40834 -2.20723 1.76967
N -3.31938 -1.58076 0.86117
O -2.40070 -1.99158 2.95136
H 1.31674 -1.40135 3.29509
H 2.80192 -1.97109 2.55352
H 2.11983 -0.39506 2.11054
H 0.70125 -0.54964 -0.72901
H -0.71435 -1.53147 -0.47534
H -0.39994 -0.22473 0.64254
H -0.36841 -3.08533 2.85158
H -0.89093 -5.29894 1.26682
H 0.19056 -5.23018 2.65380
H 2.15357 -4.97086 0.99050
H -2.79535 -1.31901 0.03047
H -3.96145 -2.30232 0.54830
C -2.87591 2.09490 -3.54056
C -3.01344 0.86030 -2.66691
O -2.38103 0.97251 -1.40455
C -2.84455 2.01240 -0.56044
C -4.31593 1.90873 -0.19920
H -1.82397 2.33691 -3.69574
H -3.34008 1.91851 -4.51092
H -3.35741 2.96712 -3.09694
H -2.52730 0.01509 -3.15477
H -4.06851 0.59014 -2.54550
H -2.62117 2.99054 -1.00090
H -2.24300 1.93262 0.34540
H -4.96098 1.99440 -1.07461
H -4.58642 2.70785 0.49109
H -4.52489 0.95113 0.28011
C 4.82071 1.00141 -0.80854
C 3.37690 1.04500 -0.34009
O 3.16488 1.81982 0.82539
C 3.50247 3.19170 0.73399
C 2.72954 3.94986 -0.33145
H 5.46735 0.62598 -0.01482
H 4.91221 0.34456 -1.67356
H 5.18775 1.98652 -1.09950
H 3.05678 0.03828 -0.07189
H 2.71734 1.37937 -1.14957
H 4.58160 3.31193 0.58691
H 3.27237 3.60704 1.71481
H 2.93699 3.57563 -1.33457
H 3.00199 5.00525 -0.30872
H 1.65607 3.86352 -0.15781

***

[4]
57
Properties=species:S:1:pos:R:3 method="wB97M-V/def2-TZVPD" homo_lumo_gap_ev=4.75 homo_energy_ev=-2.98 total_charge=-1 total_energy_ha=-1193.72372
O -4.78978 2.35418 -1.13534
C -3.48985 3.00571 -0.76282
C -2.80444 2.02782 0.35984
C -1.57317 2.69628 1.21008
C -1.68008 4.31598 1.43755
C -1.08849 5.24115 0.17601
O -1.92266 6.43596 0.37830
B -2.96953 6.32947 1.45036
O -2.94170 4.90684 1.94301
H -5.44418 2.81656 -0.50068
H -3.77550 4.07649 -0.38730
H -2.84951 3.14912 -1.74670
H -2.33120 1.11262 -0.24305
H -3.62551 1.52288 1.06403
H -1.61373 2.20196 2.29543
H -0.51265 2.38347 0.77406
H -0.84813 4.55000 2.25992
H 0.00564 5.68741 0.32371
H -1.19874 4.64737 -0.84955
H -4.02395 6.41501 0.89149
H -2.99598 7.18256 2.26872
C 0.56857 -0.27074 1.89434
O -0.05726 0.75357 2.13556
N 0.06733 -1.38065 1.24860
C 0.87634 -2.55561 1.00162
C -1.31052 -1.37389 0.80235
H 1.62483 -0.38362 2.18962
H 0.92414 -2.73138 -0.07684
H 0.41185 -3.41444 1.49463
H 1.89013 -2.42420 1.38926
H -1.45462 -0.54430 0.10353
H -1.96426 -1.22383 1.66690
H -1.56178 -2.31737 0.31038
C -1.53178 -1.91529 -2.59510
O -1.07183 -2.47911 -1.61041
N -0.79435 -1.26634 -3.56216
C -1.41744 -0.62252 -4.69938
C 0.64820 -1.22586 -3.43936
H -2.61704 -1.88493 -2.78720
H -1.03930 -1.08253 -5.61680
H -1.16116 0.44075 -4.68767
H -2.50492 -0.73006 -4.66566
H 1.03318 -2.24998 -3.42222
H 0.91194 -0.73455 -2.49787
H 1.09187 -0.67987 -4.27624
C 5.25499 -2.78115 1.11182
O 4.46456 -1.87742 1.35173
N 5.10524 -4.09695 1.49441
C 6.08968 -5.10758 1.16957
C 3.92788 -4.48307 2.24435
H 6.18451 -2.59895 0.54753
H 5.61126 -5.88691 0.56956
H 6.47163 -5.54033 2.09867
H 6.92181 -4.67935 0.60434
H 3.03692 -4.25175 1.65275
H 3.89285 -3.90695 3.17398
H 3.94972 -5.55169 2.47431

***

[5]
52
Properties=species:S:1:pos:R:3 method="wB97M-V/def2-TZVPD" homo_lumo_gap_ev="6.14 / 5.85" homo_energy_ev="-17.21 / -17.22" multiplicity=7 total_charge=+3 total_energy_ha=-2522.21604
C 2.37458 0.09289 3.26787
C 3.57810 -0.46562 2.52358
C 3.47154 -0.33749 0.99142
C 2.88042 -1.58170 0.32959
C 2.32805 -1.39225 -1.08462
C 1.79785 -2.65866 -1.79475
C 1.11760 -3.72501 -0.91508
C -0.35542 -3.45171 -0.67015
C -0.64979 -1.99977 -0.29118
C -1.99571 -1.72034 0.34940
C -2.66473 -0.42903 -0.16609
Si -1.80726 1.09209 0.36768
C -2.93884 2.61119 0.01505
C -2.69772 4.00009 -0.58762
C -4.05164 4.67477 -0.75557
Cl -1.58624 5.01948 0.50814
P 0.24629 1.11396 -0.81790
N -0.16138 1.17120 -2.43787
H 1.45684 -0.38056 2.88592
H 2.26875 1.18176 3.15889
H 2.38865 -0.10392 4.33882
H 4.47359 0.03000 2.89775
H 3.69788 -1.52340 2.76778
H 2.85071 0.54557 0.72874
H 4.44629 -0.11995 0.55156
H 2.10579 -2.00326 0.98218
H 3.65897 -2.35188 0.27070
H 1.52739 -0.61603 -1.07966
H 3.12400 -0.95858 -1.69633
H 2.63358 -3.13449 -2.31236
H 1.10286 -2.36410 -2.58736
H 1.67341 -3.84011 0.02010
H 1.18702 -4.69895 -1.40115
H -0.74121 -4.09713 0.12994
H -0.94959 -3.69612 -1.55700
H 0.15708 -1.68225 0.38040
H -0.55789 -1.39898 -1.21977
H -2.69835 -2.53925 0.16091
H -1.86358 -1.69324 1.43503
H -3.70090 -0.34610 0.19575
H -2.72937 -0.43083 -1.26063
H -1.29850 1.16417 1.75009
H -3.41148 2.74473 0.99905
H -3.71005 2.20092 -0.65668
H -2.15240 3.92600 -1.53224
H -4.44456 4.45903 -1.75516
H -4.74636 4.31494 0.00430
H -4.06058 5.71290 -0.65832
H 0.94657 2.31065 -0.64958
H 1.11251 0.12235 -0.35157
H 0.14370 0.38066 -3.01622
Tb -2.77648 6.87138 -0.75576

***

[6]
79
Properties=species:S:1:pos:R:3 method="wB97M-V/def2-TZVPD" homo_lumo_gap_ev=3.95 homo_energy_ev=-5.29 total_charge=-1 total_energy_ha=-5207.27734
O 0.53393 0.85167 -0.50496
V 0.02805 2.10126 0.27320
O 1.00365 2.49340 1.51646
C -6.04814 2.18626 -1.39676
C -4.99394 1.34770 -0.52619
C -4.54781 0.06606 -1.25740
O -3.96351 2.20680 -0.07025
H -5.76610 2.35314 -2.43634
H -6.41866 3.03163 -0.81696
H -6.94984 1.61831 -1.62579
H -5.58016 0.87490 0.26178
H -5.44550 -0.52787 -1.42919
H -3.80471 -0.45786 -0.65622
H -4.22562 0.21830 -2.28750
C 1.77707 3.93796 -4.40789
F 1.88953 2.66472 -4.18437
F 2.83039 4.45634 -3.82702
F 1.66796 4.18882 -5.72517
S 0.21957 4.64510 -3.53899
O -0.25169 5.75332 -4.36256
O -0.77985 3.58154 -3.47153
N 0.73882 4.88064 -1.87108
S 0.84884 6.45080 -1.88789
O 1.83996 6.96074 -2.80339
O -0.41165 7.16669 -1.88401
C 1.60990 6.81627 -0.15294
F 0.70479 6.52413 0.74782
F 2.69341 6.13308 0.00088
F 1.85001 8.08585 -0.06551
C -2.52865 3.72386 5.39136
O -3.57712 3.96197 4.45128
H -1.50604 3.91896 5.06840
H -2.72824 4.36141 6.25264
H -2.71860 2.70296 5.72267
H -3.46305 3.48324 3.62701
O -0.58959 -7.41951 -3.72895
S -0.68850 -6.04846 -3.21629
O 0.50680 -5.49514 -2.54113
O -1.11703 -5.05639 -4.48197
C -1.30195 -3.67587 -4.25933
C -0.99925 -2.78438 -5.45021
C -2.22832 -5.88813 -2.11991
H -0.71651 -3.36358 -3.39456
H -2.36928 -3.51609 -4.10648
H -1.49806 -3.13057 -6.35547
H 0.04315 -2.88231 -5.75338
H -1.21687 -1.74422 -5.20774
H -2.26280 -4.88721 -1.68967
H -2.06555 -6.56971 -1.28500
H -3.05789 -6.24555 -2.72995
O -0.38028 -4.47871 3.38733
S -0.13271 -3.14507 3.99015
O -0.65552 -1.92661 3.39617
O -0.47398 -3.14436 5.61669
C -0.12099 -4.25395 6.34257
C -1.27533 -4.55240 7.28262
C 1.74174 -2.90303 4.16076
H 0.72122 -3.88667 6.92898
H 0.14436 -5.17498 5.82353
H -1.89388 -3.73076 7.64371
H -0.89849 -5.05642 8.17259
H -2.01509 -5.20361 6.81704
H 2.18309 -3.51084 4.95062
H 1.90396 -1.83605 4.31354
H 2.24759 -3.10296 3.21617
C 5.75830 2.88273 2.58032
N 5.61809 2.52384 1.14583
O 4.93700 1.57007 0.90268
O 6.15229 3.23925 0.34295
H 6.35979 2.16132 3.13336
H 4.74866 2.93827 2.98733
H 6.15567 3.89162 2.69136
C 4.23704 -2.20916 -3.09394
N 5.65930 -2.76621 -3.12037
O 6.46549 -2.30121 -2.42512
O 5.88959 -3.78581 -3.71531
H 3.68315 -2.90969 -2.46900
H 3.93360 -2.17148 -4.14018
H 4.34096 -1.21209 -2.66597